Entry 1:
Formula: C28H31N2OS
Source: the OMol25 dataset
Level of theory: wB97M-V/def2-TZVPD

The energy above the lowest of the compared OMol25 structures with the same formula, charge and spin comes out at 0.0 kJ/mol. As for the spin multiplicity: 1. As for the HOMO energy: -9.754 eV. Its net charge is +1. As for the gap between HOMO and LUMO: 4.67 eV.

```
63
Properties=species:S:1:pos:R:3:forces:R:3:nbo_charge:R:1
C -2.882198 2.936392 4.445693 0.065 0.053 -0.215 -0.266
O -3.338893 2.743368 3.083900 0.566 -1.366 -0.491 -0.451
C -2.954954 1.617999 2.433184 -0.367 0.306 0.479 0.432
C -3.621342 1.308319 1.218212 0.053 0.284 0.334 -0.265
C -3.365054 0.125142 0.579959 0.139 0.001 -0.202 -0.106
C -2.418325 -0.819746 1.092725 -0.046 0.088 -0.067 -0.115
C -2.219554 -2.021640 0.380639 0.091 0.584 0.479 0.072
C -1.536783 -3.185033 0.812537 0.450 -0.961 0.244 -0.100
C -1.082833 -4.108450 -0.177529 -0.282 0.211 0.158 -0.118
C -0.397587 -5.256384 0.168727 0.008 0.143 -0.102 -0.221
C -0.130564 -5.557787 1.511939 -0.189 0.093 -0.212 0.096
C 0.644445 -6.789678 1.862268 0.173 -0.138 0.158 -0.652
C -0.621906 -4.699928 2.504181 -0.131 0.368 0.069 -0.222
C -1.307425 -3.537409 2.178639 0.112 -0.019 -0.335 -0.141
C -1.702068 -0.448270 2.271665 -0.147 0.159 0.170 -0.098
C -1.965124 0.734985 2.931203 -0.046 -0.132 0.059 -0.323
H -3.391311 3.847858 4.751917 0.153 -0.124 0.119 0.226
H -3.174024 2.094286 5.090998 -0.003 0.238 -0.302 0.196
H -1.791586 3.072831 4.484333 -0.353 0.045 -0.070 0.193
H -4.349700 2.023702 0.845137 0.102 -0.197 0.019 0.253
H -3.899236 -0.124345 -0.339533 0.092 0.078 0.185 0.250
H -2.621175 -2.045862 -0.633559 -0.029 -0.010 0.106 0.238
H -1.277614 -3.873386 -1.224016 0.051 -0.123 0.203 0.230
H -0.051646 -5.947285 -0.600237 -0.080 0.248 0.123 0.234
H 1.005869 -6.740768 2.894178 -0.055 -0.062 -0.195 0.231
H 0.031793 -7.696337 1.761379 0.048 0.245 -0.002 0.249
H 1.506317 -6.908521 1.194217 -0.191 0.037 0.138 0.241
H -0.453824 -4.960017 3.550359 -0.086 0.134 -0.266 0.232
H -1.693003 -2.898026 2.969875 -0.013 -0.330 -0.162 0.224
H -0.920728 -1.096325 2.662897 -0.124 0.267 -0.192 0.230
H -1.429719 0.983782 3.849542 -0.109 -0.139 -0.423 0.243
C -3.296241 0.560022 -4.073966 0.158 -0.006 0.002 -0.605
C -3.827867 -0.607016 -4.898920 -0.007 -0.199 0.043 -0.207
C -3.864231 -0.247724 -6.382717 0.003 -0.020 -0.025 -0.612
C -5.203830 -1.046481 -4.370570 0.170 0.447 0.286 -0.061
C -5.823744 -2.147238 -5.197589 0.353 -0.381 -0.528 -0.429
C -7.094935 -2.693147 -4.594417 -0.232 0.186 0.460 -0.203
N -6.896888 -2.914056 -3.156625 -0.684 -0.147 -0.204 -0.441
C -7.675187 -3.794579 -2.395074 0.493 -0.040 -0.140 0.233
C -7.243663 -3.849910 -1.064581 -0.745 -0.711 0.067 -0.247
C -7.829425 -4.752534 -0.177991 0.053 0.223 -0.321 -0.188
C -8.842684 -5.602304 -0.642991 0.060 0.174 -0.233 -0.228
C -9.267903 -5.542338 -1.980600 0.359 0.342 0.276 -0.187
C -8.684852 -4.626501 -2.869460 -0.115 -0.126 0.205 -0.276
S -5.934603 -2.736451 -0.766636 0.213 0.146 -0.082 0.315
C -5.907114 -2.254170 -2.473272 0.575 0.370 -0.787 0.316
N -5.048065 -1.434380 -2.956986 -0.570 -0.141 0.542 -0.566
H -3.912392 1.457058 -4.223945 0.104 -0.148 0.030 0.203
H -3.295498 0.308030 -3.009242 0.006 0.102 -0.170 0.215
H -2.271706 0.790828 -4.384432 -0.130 0.079 0.081 0.209
H -3.145614 -1.465963 -4.771651 -0.166 0.160 0.029 0.193
H -4.592484 0.553146 -6.572688 0.127 -0.136 -0.001 0.205
H -2.878880 0.105027 -6.705326 -0.172 -0.010 0.013 0.219
H -4.124458 -1.112598 -7.001590 0.051 0.191 0.032 0.209
H -5.857881 -0.150648 -4.441230 0.128 -0.280 0.250 0.187
H -6.047985 -1.772885 -6.200571 0.019 -0.140 0.113 0.232
H -5.089880 -2.960518 -5.303743 -0.122 0.116 -0.004 0.208
H -7.923812 -1.985424 -4.746663 0.099 -0.209 0.080 0.202
H -7.360953 -3.644292 -5.060408 -0.002 0.079 0.061 0.215
H -7.473062 -4.771518 0.850037 -0.218 -0.179 -0.149 0.220
H -9.301918 -6.315471 0.040686 0.123 0.196 -0.187 0.226
H -10.052163 -6.212720 -2.328562 0.191 0.192 0.073 0.227
H -8.997382 -4.561355 -3.913378 0.024 -0.110 0.381 0.227
```
Positions in Å, forces in eV/Å.

=====

Entry 2:
Formula: C25H26N2O4S
Source: the OMol25 dataset
Level of theory: wB97M-V/def2-TZVPD

The energy above the lowest of the compared OMol25 structures with the same formula, charge and spin comes out at 590.3 kJ/mol. As for the spin multiplicity: 1. As for the HOMO energy: -8.566 eV. As for the gap between HOMO and LUMO: 7.74 eV.

```
58
Properties=species:S:1:pos:R:3:forces:R:3:nbo_charge:R:1
O -0.201857 -4.382744 5.483347 1.068 2.177 -0.724 -0.370
N 0.392726 -3.308245 5.235165 0.536 -1.362 2.875 0.500
O 1.147173 -2.736640 6.061097 -1.526 -1.150 -1.584 -0.383
C 0.230371 -2.691273 3.958643 -0.240 0.979 -2.108 0.019
C 0.965417 -1.534785 3.664276 -0.249 -0.293 0.325 -0.181
C 0.875429 -0.959985 2.403171 0.171 -0.433 -0.455 -0.143
C 0.014205 -1.461901 1.406999 0.213 -0.608 1.168 -0.037
C 0.171021 -0.921312 0.007240 0.874 -2.443 -0.705 -0.388
C -0.237159 0.473199 -0.306403 -0.958 2.444 -0.864 -0.074
C -1.732382 0.850345 -0.195329 0.295 0.123 -0.033 0.038
C -2.096639 2.159357 0.122974 -0.308 -0.058 0.070 -0.235
C -3.444409 2.525490 0.170298 0.088 -0.211 -0.161 -0.213
C -4.440991 1.603995 -0.168636 0.177 -0.096 0.085 -0.218
C -4.071571 0.324664 -0.580911 0.225 0.151 0.007 -0.192
C -2.726817 -0.039936 -0.594000 -0.086 0.017 0.064 -0.268
N 0.652156 1.515771 0.281771 -1.001 -0.370 -0.731 -0.485
C 1.785388 1.892497 -0.532263 0.481 -0.381 -0.029 -0.198
C 2.201088 3.361268 -0.414396 -0.275 -0.004 -0.186 -0.404
C 2.202942 3.870726 1.022172 0.002 0.073 -0.018 -0.402
C 0.893767 3.545243 1.732978 -0.377 -0.170 -0.218 -0.403
C 0.526118 2.054050 1.619999 0.379 -0.045 0.666 -0.214
S -0.255743 -2.448098 -1.163783 -0.958 0.085 -0.277 2.093
O -1.692263 -2.668123 -1.293444 0.890 -0.162 0.184 -0.949
O 0.562184 -3.528846 -0.659027 -0.062 0.560 -0.056 -0.933
C 0.305960 -2.101498 -2.837311 0.096 0.054 0.226 -0.241
C -0.416033 -1.277534 -3.706416 0.311 0.127 -0.007 -0.224
C 0.137233 -0.987555 -4.961111 -0.100 -0.121 0.244 -0.200
C 1.368103 -1.538021 -5.335552 -0.025 -0.067 0.293 -0.190
C 2.016954 -2.437232 -4.482353 -0.176 -0.036 -0.067 -0.208
C 1.465811 -2.755852 -3.241586 0.228 0.377 -0.049 -0.214
C -0.799661 -2.563763 1.763403 0.071 0.223 -0.025 -0.193
C -0.631661 -3.216740 2.977084 0.290 0.153 0.997 -0.166
H 1.616778 -1.128398 4.434224 -0.076 -0.064 -0.281 0.249
H 1.564491 -0.155015 2.146243 -0.272 -0.421 0.113 0.210
H 1.239069 -0.952894 -0.293706 -0.206 -0.020 0.629 0.245
H -0.041770 0.574441 -1.390228 -0.021 -0.032 0.242 0.221
H -1.312672 2.885650 0.326533 -0.396 -0.110 -0.055 0.217
H -3.700593 3.542426 0.457371 -0.048 -0.173 -0.055 0.213
H -5.495126 1.864389 -0.111017 0.206 0.097 -0.052 0.215
H -4.802707 -0.411330 -0.918763 0.062 0.301 0.184 0.215
H -2.461830 -1.026362 -0.955807 -0.203 0.303 0.283 0.249
H 1.522439 1.694146 -1.583064 0.149 0.033 0.247 0.199
H 2.657196 1.244686 -0.309134 0.025 0.177 -0.016 0.158
H 1.505572 3.961861 -1.018090 0.041 -0.050 0.190 0.199
H 3.189600 3.480704 -0.872777 -0.128 -0.022 0.082 0.214
H 3.048587 3.445974 1.573182 -0.049 -0.103 0.004 0.197
H 2.348496 4.953172 1.018171 0.083 -0.020 0.039 0.213
H 0.963031 3.813629 2.795055 -0.046 -0.134 -0.178 0.216
H 0.077806 4.145855 1.315704 0.116 0.072 -0.090 0.194
H -0.491396 1.887047 2.007261 0.376 -0.043 -0.199 0.227
H 1.201659 1.543504 2.323928 -0.084 0.139 -0.022 0.159
H -1.387834 -0.873453 -3.410232 0.369 -0.058 -0.044 0.243
H -0.401816 -0.324554 -5.639347 0.177 -0.207 0.175 0.224
H 1.822493 -1.270884 -6.292456 -0.204 -0.121 0.297 0.224
H 2.959260 -2.901039 -4.767233 -0.229 0.101 -0.070 0.224
H 1.925613 -3.489233 -2.578010 -0.037 0.350 -0.159 0.255
H -1.567361 -2.972217 1.106448 0.447 0.179 -0.091 0.248
H -1.145844 -4.148626 3.197650 -0.106 0.294 -0.080 0.250
```
Positions in Å, forces in eV/Å.

=====

Entry 3:
Formula: C21H39Br3F6N4O8
Source: the OMol25 dataset
Level of theory: wB97M-V/def2-TZVPD

The energy above the lowest of the compared OMol25 structures with the same formula, charge and spin comes out at 196.4 kJ/mol. As for the spin multiplicity: 1. As for the HOMO energy: -9.251 eV. As for the gap between HOMO and LUMO: 9.06 eV.

```
81
Properties=species:S:1:pos:R:3:forces:R:3:lowdin_charge:R:1
C 0.181012 -4.291813 -2.936024 1.336 0.269 0.497 -0.001
C -0.529278 -3.431053 -3.918294 -0.902 0.157 0.771 -0.571
O -0.508858 -2.211673 -3.888694 0.356 0.343 -0.399 -0.033
N -1.401098 -4.104543 -4.686524 1.030 -1.581 0.226 -0.012
C -2.331578 -3.504083 -5.528924 -2.070 0.103 -0.939 -0.098
H 0.845862 -3.682793 -2.323504 -0.282 0.215 0.113 0.075
H 0.890362 -4.972503 -3.406744 -0.457 -0.508 -0.075 0.084
H -0.560078 -4.761973 -2.289624 0.213 -0.345 -0.110 0.085
H -1.439278 -5.113703 -4.671194 0.466 0.252 0.318 0.144
H -2.950688 -4.298133 -5.946404 0.292 -0.174 -0.460 0.089
H -1.890788 -2.936913 -6.348754 -0.202 0.334 0.261 0.098
H -3.098148 -3.003013 -4.937834 0.307 0.996 -0.164 0.086
C -3.859308 -3.135313 -1.515214 -0.272 -0.318 0.104 -0.002
C -4.120938 -2.181493 -0.350274 -1.792 1.805 -2.453 -0.530
O -5.032998 -1.333363 -0.535414 1.618 -1.809 1.152 0.004
N -3.415848 -2.284773 0.770026 0.001 -1.224 2.289 0.003
C -3.788128 -1.629033 2.015196 0.422 2.384 0.286 -0.121
H -4.171338 -2.629033 -2.428674 0.226 -0.011 0.103 0.077
H -4.541448 -3.973983 -1.375814 -0.343 0.027 0.075 0.081
H -2.907898 -3.650183 -1.648734 0.416 0.571 0.299 0.059
H -2.478678 -2.656943 0.827486 -0.375 -0.414 -0.665 0.092
H -3.604838 -0.580953 1.778476 -0.078 0.435 0.617 0.051
H -3.178718 -1.855663 2.890046 0.664 -0.499 -0.613 0.062
H -4.765878 -1.607123 2.496456 -0.668 -0.929 -1.252 0.088
C -3.295128 4.922107 1.115936 0.506 0.170 0.754 0.009
C -3.147628 4.473407 2.563546 -1.880 1.024 -2.968 -0.588
O -2.287728 3.694597 2.807126 2.176 -1.958 1.687 0.018
N -4.034508 5.000127 3.389176 -0.972 0.567 -0.346 0.006
C -4.057518 4.839727 4.784346 -0.724 -0.284 1.491 -0.072
H -4.327548 5.092067 0.810436 0.195 -0.013 -0.171 0.084
H -2.738038 4.195847 0.524076 -0.408 0.213 -0.183 0.016
H -2.716318 5.845507 1.136196 -0.156 0.300 -0.599 0.091
H -4.711188 5.647147 3.010286 0.235 -0.192 -0.120 0.148
H -5.019238 4.463567 5.133206 -0.319 0.035 -0.180 0.085
H -3.957918 5.834597 5.218406 0.589 -0.300 0.621 0.092
H -3.375618 4.056497 5.115516 0.520 0.608 -0.051 0.095
C 0.874862 5.015577 3.800396 -2.001 0.705 0.063 0.002
C 0.944692 3.653357 4.368896 1.341 1.015 -0.849 -0.622
O 2.045022 3.367517 4.790916 1.107 -1.430 0.992 0.027
N -0.081838 2.833257 4.291356 -0.809 -3.277 -0.023 0.062
C 0.140132 1.377147 4.519856 -0.075 0.067 0.577 -0.066
H 1.048832 5.684137 4.643516 0.571 0.262 -0.394 0.091
H -0.145488 5.224807 3.479146 -0.041 0.206 -0.394 0.059
H 1.562642 5.087287 2.957826 0.076 0.251 0.359 0.093
H -0.944298 3.014707 3.798056 0.139 0.763 -0.080 0.071
H -0.516708 0.725057 3.944136 -0.333 0.729 -0.127 0.002
H -0.026078 1.100767 5.561046 0.078 0.187 0.156 0.081
H 1.141052 1.025527 4.269636 0.104 0.588 0.030 0.051
C 2.768582 0.419977 -3.798744 -1.755 1.469 -0.556 -0.066
C 2.858762 -1.009213 -3.382144 1.182 0.022 0.615 -0.248
O 2.890582 -1.693523 -4.626014 -0.264 -3.432 -1.564 -0.014
C 3.141922 -3.068743 -4.681184 2.091 2.404 3.693 -0.280
O 3.461682 -3.726353 -3.679294 -1.467 1.274 -3.303 0.122
C 3.300092 -3.545583 -6.153254 -0.384 0.688 0.499 -0.478
F 4.436752 -4.253863 -6.258794 -1.001 0.389 -0.332 0.167
F 2.213342 -4.335153 -6.338924 0.787 0.234 -0.833 0.142
F 3.322382 -2.515533 -7.067274 -0.157 -1.842 1.244 0.138
H 1.710072 0.540797 -4.029094 -0.255 0.168 -0.343 0.070
H 3.253462 0.700477 -4.733794 0.513 -0.402 0.219 0.086
H 2.895092 1.236437 -3.087774 0.611 -0.530 0.492 0.082
H 1.985642 -1.269503 -2.783804 0.175 -0.347 -0.093 0.053
H 3.780782 -1.245633 -2.851024 -0.093 -0.119 0.152 0.117
C 4.356562 1.930147 2.513616 -0.826 -0.418 0.489 -0.040
C 3.153292 0.922807 2.377286 2.505 1.688 1.306 -0.197
O 3.405082 -0.009643 1.348536 0.583 -1.612 -0.834 0.001
C 4.327572 -0.959683 1.568806 1.943 -1.043 3.825 -0.288
O 5.090272 -1.098723 2.566506 -2.944 0.890 -3.717 0.108
C 4.274702 -2.100223 0.488106 -0.269 0.849 0.076 -0.605
F 3.429332 -1.727743 -0.429674 -1.285 0.821 -1.741 0.167
F 5.433792 -2.309473 -0.098424 1.074 0.091 0.115 0.191
F 3.817292 -3.264193 0.908496 0.115 -0.555 1.318 0.189
H 4.158102 2.507707 3.416466 -0.274 0.392 -0.187 0.066
H 4.405762 2.575327 1.636456 0.067 0.027 0.091 0.077
H 5.328592 1.486247 2.728546 -0.194 -0.433 -0.421 0.071
H 2.287162 1.543487 2.147746 -0.215 -0.652 -0.192 0.114
H 3.073742 0.388237 3.323856 -0.353 0.013 -0.072 0.121
C -0.313008 0.362077 0.274996 -0.463 0.073 -1.540 -1.483
Br -1.759818 1.660437 0.122586 0.398 -0.170 0.730 0.640
Br -0.349528 -0.498063 -1.493644 0.118 -0.650 0.577 0.668
Br -0.506218 -0.852633 1.779936 0.491 0.448 -0.795 0.695
H 0.652272 0.865027 0.216816 -0.282 -0.050 0.856 -0.032
```
Positions in Å, forces in eV/Å.

=====

Entry 4:
Formula: C8H14N5
Source: the OMol25 dataset
Level of theory: wB97M-V/def2-TZVPD

The energy above the lowest of the compared OMol25 structures with the same formula, charge and spin comes out at 571.1 kJ/mol. As for the spin multiplicity: 1. As for the HOMO energy (alpha / beta): -11.429 / -11.427 eV. Its net charge is +1. As for the gap between HOMO and LUMO (alpha / beta): 7.30 / 7.29 eV.

```
27
Properties=species:S:1:pos:R:3:forces:R:3:nbo_charge:R:1
C 3.589634 1.439976 0.022695 1.549 -2.229 0.357 -0.055
C 4.539904 0.412044 0.326410 -0.505 1.039 -0.372 -0.011
C 2.531383 -0.404871 -0.088059 3.779 0.445 0.186 0.132
C 1.561768 -1.308612 0.097524 -3.905 -1.807 -1.061 0.399
C -0.134819 -3.035446 -0.164673 -0.242 -3.558 3.028 -0.296
C -1.573223 1.939097 0.788556 -1.506 -0.111 1.397 -0.614
C -1.512397 0.611854 -1.369731 0.410 -5.003 3.195 -0.620
C -0.880621 0.761983 0.083566 0.570 1.265 -1.515 -0.159
N 2.411237 0.906681 -0.223567 -1.132 -0.999 0.529 -0.366
N 0.872536 -2.234293 -0.181991 0.840 0.431 0.076 -0.243
N 3.875248 -0.752566 0.189884 -0.221 1.611 0.088 -0.470
N -0.723416 -0.285974 1.016037 -1.452 -4.778 1.154 -0.109
N -1.411086 -1.412852 0.842223 0.324 2.381 0.074 -0.416
H 3.614233 2.469011 -0.042463 0.936 1.905 0.072 0.231
H 5.586485 0.376191 0.646377 -0.527 0.430 -0.391 0.246
H -0.786156 -3.309831 -0.933253 -0.371 0.532 -1.931 0.226
H -0.124177 -3.994994 0.540337 0.430 2.397 -0.957 0.224
H -2.282690 2.493225 0.104546 0.752 -0.779 0.761 0.232
H -2.167867 1.496380 1.685537 0.809 1.097 -1.490 0.223
H -0.858817 2.667194 1.180255 -0.120 -0.183 0.044 0.237
H -1.332782 1.538364 -1.719149 -0.188 3.036 -1.744 0.233
H -2.602061 0.228836 -1.313943 1.731 0.973 -0.466 0.213
H -0.817071 -0.100480 -1.879887 -1.002 0.341 -0.137 0.212
H 0.224284 0.934765 0.046986 -0.971 1.013 -0.976 0.276
H 4.423031 -1.603272 0.199813 -0.855 -0.380 0.114 0.448
H -2.197048 -1.419718 0.179443 0.529 -0.056 0.018 0.400
H -1.481126 -2.128547 1.574400 0.338 0.987 -0.053 0.428
```
Positions in Å, forces in eV/Å.